Entry 1:
{
  "formula": "C40H59N4O3SSiSr",
  "method": "ωB97M-V with the def2-TZVPD basis set",
  "charge": 1,
  "gap_ha": 0.288,
  "e_homo_ha": -0.371,
  "e_above_lowest_kcal_mol": 8.9,
  "symbols": ["Sr", "C", "N", "C", "C", "C", "C", "C", "C", "N", "C", "C", "C", "C", "C", "C", "N", "C", "C", "C", "C", "C", "N", "H", "H", "H", "H", "H", "H", "H", "H", "H", "H", "H", "H", "H", "H", "H", "H", "H", "H", "C", "C", "C", "C", "C", "C", "C", "C", "C", "C", "H", "H", "H", "H", "H", "H", "H", "H", "H", "H", "H", "H", "H", "H", "C", "C", "C", "C", "O", "Si", "S", "O", "C", "C", "C", "C", "O", "C", "C", "C", "C", "H", "H", "H", "H", "H", "H", "H", "H", "H", "H", "H", "H", "H", "H", "H", "H", "H", "H", "H", "H", "H", "H", "H", "H", "H", "H", "H"],
  "positions_angstrom": [[1.328, -0.486, 0.151], [1.846, -3.778, -0.310], [2.962, -2.835, -0.089], [3.915, -2.878, -1.203], [3.547, -1.963, -2.346], [3.625, -2.386, -3.661], [3.388, -1.473, -4.679], [3.088, -0.163, -4.347], [3.018, 0.167, -3.003], [3.234, -0.704, -2.017], [3.633, -3.165, 1.173], [2.779, -2.908, 2.391], [2.859, -3.733, 3.500], [2.103, -3.427, 4.620], [1.280, -2.315, 4.591], [1.255, -1.547, 3.441], [1.997, -1.823, 2.361], [0.956, -3.426, -1.485], [0.455, -4.399, -2.331], [-0.437, -4.028, -3.327], [-0.799, -2.697, -3.453], [-0.242, -1.786, -2.573], [0.614, -2.142, -1.615], [1.225, -3.768, 0.591], [2.217, -4.803, -0.441], [4.056, -3.902, -1.569], [4.881, -2.534, -0.829], [3.873, -3.415, -3.885], [3.444, -1.780, -5.715], [2.915, 0.588, -5.104], [2.789, 1.186, -2.701], [4.523, -2.535, 1.248], [3.970, -4.210, 1.186], [3.506, -4.600, 3.483], [2.151, -4.055, 5.500], [0.659, -2.047, 5.434], [0.599, -0.687, 3.364], [0.743, -5.434, -2.200], [-0.851, -4.774, -3.993], [-1.501, -2.369, -4.206], [-0.511, -0.734, -2.615], [1.253, 3.931, 3.283], [0.890, 2.947, 2.165], [0.109, 3.644, 1.064], [2.145, 2.273, 1.646], [2.707, 2.557, 0.399], [3.877, 1.935, -0.030], [4.533, 1.001, 0.761], [5.779, 0.305, 0.287], [3.982, 0.718, 2.011], [2.813, 1.332, 2.436], [0.352, 4.362, 3.720], [1.860, 4.747, 2.885], [1.820, 3.450, 4.081], [0.244, 2.167, 2.587], [0.691, 4.453, 0.613], [-0.804, 4.076, 1.463], [-0.192, 2.946, 0.284], [2.240, 3.293, -0.243], [4.298, 2.202, -0.993], [5.552, -0.706, -0.062], [6.514, 0.221, 1.088], [6.239, 0.840, -0.543], [4.486, 0.019, 2.670], [2.413, 1.091, 3.415], [-3.240, 1.203, 3.380], [-3.453, 2.291, 2.335], [-4.913, 2.335, 1.897], [-3.046, 3.643, 2.895], [-2.601, 2.055, 1.194], [-2.395, 0.730, 0.248], [-1.231, -0.749, 1.096], [-3.904, 0.197, -0.093], [-4.504, -0.945, -0.720], [-3.491, -1.778, -1.500], [-5.581, -0.414, -1.654], [-5.119, -1.786, 0.388], [-1.570, 1.234, -1.125], [-1.931, 2.185, -2.153], [-2.351, 1.401, -3.389], [-3.060, 3.110, -1.712], [-0.684, 2.998, -2.470], [-3.862, 1.398, 4.255], [-2.193, 1.172, 3.688], [-3.498, 0.220, 2.981], [-5.557, 2.470, 2.768], [-5.194, 1.414, 1.391], [-5.079, 3.169, 1.212], [-3.713, 3.934, 3.708], [-3.100, 4.406, 2.117], [-2.027, 3.608, 3.284], [-2.999, -1.176, -2.265], [-4.003, -2.609, -1.990], [-2.725, -2.177, -0.834], [-5.148, 0.259, -2.396], [-6.330, 0.142, -1.088], [-6.075, -1.233, -2.178], [-4.339, -2.124, 1.074], [-5.624, -2.661, -0.025], [-5.847, -1.198, 0.949], [-3.174, 0.729, -3.153], [-1.515, 0.811, -3.776], [-2.681, 2.079, -4.179], [-3.975, 2.545, -1.517], [-3.263, 3.839, -2.499], [-2.789, 3.641, -0.800], [0.146, 2.330, -2.725], [-0.391, 3.611, -1.619], [-0.865, 3.658, -3.319]],
  "atomic_forces_ev_per_a": [[1.046, 0.579, 0.075], [-0.014, 0.119, -0.114], [-0.367, -0.152, -0.011], [-0.107, 0.106, 0.016], [0.080, 0.120, 0.042], [0.006, -0.018, -0.051], [0.004, -0.043, -0.034], [-0.018, 0.022, 0.016], [0.009, -0.029, 0.033], [-0.107, 0.088, 0.001], [-0.008, 0.035, -0.037], [0.018, 0.154, -0.098], [0.027, -0.043, 0.033], [0.014, -0.039, 0.048], [0.003, 0.028, 0.022], [0.057, -0.026, -0.095], [-0.303, -0.166, 0.157], [0.049, 0.044, 0.083], [0.014, -0.066, -0.007], [-0.041, -0.023, -0.031], [0.096, -0.040, -0.050], [0.047, -0.073, 0.015], [-0.212, -0.163, -0.197], [-0.024, -0.043, -0.004], [0.052, -0.018, 0.043], [0.005, -0.019, -0.003], [-0.001, -0.073, -0.012], [-0.003, 0.012, -0.002], [0.000, -0.003, 0.010], [-0.019, -0.011, 0.008], [-0.038, -0.022, -0.002], [0.015, -0.004, -0.007], [0.042, -0.011, -0.002], [-0.019, -0.003, -0.003], [-0.006, -0.002, -0.014], [0.008, -0.007, -0.010], [-0.008, -0.024, -0.019], [0.007, 0.010, -0.018], [0.010, 0.005, 0.006], [0.007, -0.008, 0.006], [0.007, -0.039, 0.057], [0.031, 0.006, 0.013], [0.041, 0.107, -0.009], [0.012, 0.087, -0.034], [0.087, -0.288, -0.031], [-0.037, 0.002, -0.069], [-0.115, 0.078, -0.034], [0.002, -0.120, 0.042], [0.016, 0.031, 0.025], [0.024, -0.026, -0.031], [-0.097, 0.126, 0.041], [-0.007, 0.001, -0.016], [-0.005, -0.014, 0.007], [-0.017, -0.002, -0.010], [0.018, -0.018, -0.012], [-0.013, -0.007, 0.038], [-0.022, 0.021, 0.017], [0.021, -0.016, 0.048], [0.005, -0.022, -0.011], [-0.018, -0.022, 0.006], [0.000, 0.084, 0.012], [-0.006, 0.007, -0.001], [-0.004, -0.005, 0.003], [-0.044, -0.038, -0.024], [0.016, 0.015, 0.002], [0.038, -0.069, -0.026], [-0.061, -0.146, -0.069], [-0.047, 0.045, -0.046], [0.045, 0.062, 0.025], [-0.030, 0.001, -0.101], [-0.010, -0.058, -0.168], [-0.130, -0.171, 0.452], [0.031, 0.145, -0.330], [0.066, -0.049, 0.100], [0.040, 0.025, 0.046], [-0.059, 0.041, -0.010], [-0.014, -0.064, 0.055], [-0.001, 0.074, 0.191], [-0.086, -0.039, 0.023], [0.003, -0.032, -0.046], [-0.001, -0.016, 0.089], [0.067, 0.012, 0.002], [0.020, 0.004, -0.004], [-0.023, 0.001, -0.002], [-0.034, 0.023, 0.008], [0.016, 0.040, -0.010], [0.004, 0.003, 0.044], [0.008, -0.014, -0.004], [0.012, -0.014, -0.006], [-0.014, -0.009, 0.015], [0.008, 0.003, 0.011], [-0.049, 0.004, 0.004], [0.012, 0.019, -0.009], [-0.009, 0.005, -0.002], [-0.008, -0.020, -0.003], [0.013, 0.004, -0.009], [-0.011, 0.012, 0.028], [-0.004, 0.012, -0.007], [-0.003, 0.015, 0.008], [0.010, -0.003, -0.002], [-0.023, 0.020, -0.007], [-0.040, 0.023, -0.003], [0.036, -0.012, 0.006], [0.023, 0.003, 0.000], [-0.008, -0.021, 0.009], [0.007, 0.001, -0.030], [-0.012, -0.001, -0.005], [-0.002, 0.025, -0.031], [0.006, -0.024, -0.006]],
  "lowdin_charge": [1.172, -0.113, -0.190, -0.119, -0.277, -0.005, -0.036, -0.041, -0.132, 0.063, -0.128, -0.277, -0.006, -0.034, -0.030, -0.152, 0.017, -0.266, 0.000, -0.029, -0.039, -0.125, -0.023, 0.135, 0.134, 0.136, 0.115, 0.121, 0.118, 0.113, 0.102, 0.125, 0.136, 0.121, 0.118, 0.117, 0.074, 0.121, 0.118, 0.118, 0.095, -0.043, -0.370, -0.072, -0.234, -0.042, -0.059, -0.282, -0.029, -0.052, -0.069, 0.077, 0.092, 0.078, 0.130, 0.092, 0.067, 0.052, 0.110, 0.115, 0.051, 0.090, 0.087, 0.123, 0.119, -0.040, -0.628, -0.020, -0.031, -0.165, -0.175, 0.258, -0.163, -0.637, -0.050, -0.019, -0.022, -0.201, -0.627, -0.022, -0.019, -0.023, 0.093, 0.077, 0.069, 0.092, 0.068, 0.092, 0.094, 0.090, 0.068, 0.056, 0.097, 0.049, 0.071, 0.092, 0.092, 0.083, 0.091, 0.088, 0.061, 0.075, 0.097, 0.086, 0.097, 0.085, 0.077, 0.066, 0.096]
}



Entry 2:
{
  "formula": "C40H59N8O3",
  "method": "ωB97M-V with the def2-TZVPD basis set",
  "multiplicity": 2,
  "gap_ha": 0.306,
  "e_homo_ha": -0.296,
  "symbols": ["C", "C", "O", "C", "C", "O", "C", "C", "C", "C", "N", "O", "C", "C", "C", "C", "H", "H", "H", "H", "H", "H", "H", "H", "H", "H", "H", "H", "H", "H", "H", "H", "H", "H", "H", "H", "H", "H", "H", "H", "N", "C", "C", "C", "C", "H", "H", "H", "H", "H", "N", "C", "C", "C", "C", "H", "H", "H", "H", "H", "N", "C", "C", "C", "C", "H", "H", "H", "H", "H", "N", "C", "C", "C", "C", "H", "H", "H", "H", "H", "N", "C", "C", "C", "C", "H", "H", "H", "H", "H", "N", "C", "C", "C", "C", "H", "H", "H", "H", "H", "N", "C", "C", "C", "C", "H", "H", "H", "H", "H"],
  "positions_angstrom": [[4.373, 0.267, -0.011], [2.874, 0.478, -0.183], [2.297, 1.028, 1.000], [2.571, 1.426, -1.331], [1.127, 1.591, -1.868], [1.278, 2.038, -3.233], [0.359, 0.269, -1.869], [-0.674, -0.006, -0.752], [-0.386, -1.364, -0.110], [-2.093, -0.041, -1.338], [-0.612, 1.027, 0.319], [-1.296, 0.734, 1.348], [-0.551, 2.479, -0.004], [-1.973, 3.013, -0.234], [0.037, 3.196, 1.216], [0.332, 2.741, -1.243], [4.842, 0.084, -0.978], [4.814, 1.153, 0.452], [4.556, -0.581, 0.650], [2.422, -0.501, -0.383], [2.126, 0.329, 1.631], [3.157, 1.058, -2.182], [2.979, 2.410, -1.078], [1.710, 1.336, -3.725], [1.068, -0.563, -1.916], [-0.194, 0.246, -2.813], [0.598, -1.374, 0.361], [-1.148, -1.615, 0.624], [-0.405, -2.126, -0.893], [-2.835, 0.017, -0.540], [-2.268, 0.782, -2.034], [-2.226, -0.975, -1.889], [-2.652, 2.619, 0.521], [-2.350, 2.776, -1.228], [-1.953, 4.102, -0.147], [0.110, 4.262, 0.985], [-0.617, 3.079, 2.079], [1.027, 2.812, 1.447], [1.039, 3.537, -1.001], [-0.298, 3.127, -2.048], [-3.467, 2.696, 3.587], [-3.977, 3.842, 3.041], [-4.431, 4.634, 4.061], [-4.193, 3.935, 5.274], [-3.599, 2.744, 4.950], [-3.078, 1.936, 3.055], [-3.981, 3.999, 1.977], [-4.889, 5.602, 3.950], [-4.437, 4.264, 6.270], [-3.281, 1.931, 5.579], [5.029, -1.658, -4.812], [5.617, -2.677, -4.118], [4.741, -3.079, -3.143], [3.579, -2.268, -3.256], [3.789, -1.401, -4.295], [5.443, -1.174, -5.586], [6.601, -3.031, -4.374], [4.915, -3.864, -2.425], [2.692, -2.320, -2.646], [3.164, -0.632, -4.716], [-2.155, -2.822, -5.303], [-2.719, -3.966, -4.809], [-1.935, -4.410, -3.778], [-0.853, -3.496, -3.647], [-1.019, -2.529, -4.602], [-2.520, -2.281, -6.064], [-3.626, -4.366, -5.228], [-2.114, -5.291, -3.185], [-0.045, -3.548, -2.936], [-0.427, -1.661, -4.841], [-1.902, -0.511, 6.153], [-0.854, -1.076, 6.828], [-1.358, -1.657, 7.962], [-2.765, -1.431, 7.970], [-3.063, -0.717, 6.841], [-1.838, -0.025, 5.277], [0.150, -1.020, 6.446], [-0.783, -2.186, 8.704], [-3.470, -1.756, 8.716], [-3.997, -0.342, 6.459], [4.369, -6.066, -4.762], [3.221, -6.776, -4.551], [3.331, -7.964, -5.224], [4.599, -7.969, -5.868], [5.213, -6.783, -5.563], [4.561, -5.152, -4.385], [2.424, -6.378, -3.946], [2.587, -8.742, -5.254], [5.010, -8.751, -6.483], [6.175, -6.393, -5.847], [1.850, 7.073, 0.727], [1.935, 8.417, 0.486], [1.596, 9.071, 1.640], [1.294, 8.081, 2.616], [1.459, 6.860, 2.021], [2.044, 6.353, 0.057], [2.228, 8.792, -0.479], [1.567, 10.139, 1.771], [0.990, 8.247, 3.635], [1.336, 5.862, 2.408], [-5.177, -2.810, 3.828], [-5.821, -2.547, 2.648], [-5.046, -1.675, 1.930], [-3.886, -1.406, 2.709], [-4.000, -2.118, 3.871], [-5.521, -3.407, 4.557], [-6.773, -2.996, 2.422], [-5.282, -1.278, 0.957], [-3.061, -0.765, 2.435], [-3.331, -2.181, 4.711]],
  "atomic_forces_ev_per_a": [[-0.149, 0.175, 0.108], [-0.138, -0.028, 0.012], [0.079, 0.098, -0.145], [0.171, -0.055, -0.070], [0.205, 0.022, 0.218], [-0.145, 0.131, 0.100], [-0.335, -0.129, -0.326], [0.244, -0.077, 0.000], [-0.110, -0.001, -0.060], [-0.045, 0.091, -0.055], [-0.464, -0.012, -0.513], [0.045, 0.037, 0.524], [0.309, 0.048, 0.130], [0.064, 0.165, -0.077], [-0.135, 0.052, -0.027], [-0.060, 0.007, 0.005], [0.094, -0.112, 0.066], [0.019, -0.007, -0.123], [0.087, -0.016, -0.037], [-0.036, 0.071, -0.052], [-0.034, -0.171, 0.186], [-0.008, 0.016, 0.066], [-0.020, -0.004, -0.048], [0.161, -0.119, -0.102], [-0.018, 0.056, -0.021], [0.061, 0.001, 0.036], [-0.051, -0.002, 0.074], [0.067, 0.010, 0.055], [0.025, 0.054, 0.021], [0.036, -0.110, -0.003], [0.042, -0.027, 0.047], [-0.024, 0.021, -0.001], [0.022, -0.003, -0.010], [-0.033, -0.089, 0.053], [-0.023, -0.048, -0.002], [-0.048, -0.054, 0.024], [0.030, -0.001, 0.029], [0.003, -0.014, 0.020], [-0.039, 0.017, -0.059], [0.010, -0.055, 0.039], [-0.054, 0.040, 0.018], [0.053, -0.045, -0.015], [-0.035, 0.008, 0.016], [-0.012, 0.015, 0.049], [-0.008, -0.051, -0.135], [0.051, -0.036, 0.000], [0.021, 0.005, -0.022], [0.004, 0.007, 0.003], [0.016, 0.006, 0.007], [0.040, 0.012, 0.002], [0.006, 0.016, -0.004], [-0.022, -0.012, -0.022], [0.027, -0.026, 0.063], [-0.056, 0.021, 0.017], [0.022, 0.002, 0.015], [0.003, 0.001, -0.018], [0.015, 0.012, 0.021], [0.014, 0.035, 0.039], [-0.009, -0.014, -0.004], [-0.015, -0.016, -0.022], [-0.008, -0.026, 0.031], [-0.006, 0.024, -0.003], [0.017, 0.002, 0.018], [-0.014, 0.002, 0.019], [0.027, 0.069, 0.005], [-0.005, 0.007, -0.015], [-0.003, -0.008, 0.000], [0.000, -0.003, 0.005], [0.016, -0.013, -0.012], [0.016, -0.008, -0.008], [0.051, 0.085, -0.042], [-0.090, -0.059, 0.041], [-0.041, -0.014, -0.008], [0.156, -0.016, -0.008], [-0.109, 0.066, -0.013], [0.062, 0.003, -0.019], [0.009, 0.004, 0.005], [0.000, 0.000, 0.007], [0.005, 0.016, 0.020], [-0.033, -0.026, 0.046], [0.011, 0.004, 0.007], [0.008, 0.005, 0.008], [0.010, -0.007, -0.010], [-0.015, -0.003, 0.001], [0.001, 0.002, 0.014], [-0.048, 0.037, -0.057], [-0.014, 0.004, -0.007], [-0.003, -0.004, -0.001], [0.001, -0.005, -0.002], [0.006, -0.004, -0.005], [-0.016, -0.006, -0.008], [0.005, -0.021, 0.006], [-0.009, -0.001, 0.020], [0.000, 0.031, -0.021], [0.019, -0.028, 0.000], [0.010, -0.013, -0.007], [-0.001, 0.006, -0.004], [-0.002, 0.004, 0.002], [-0.003, 0.003, 0.003], [-0.003, 0.003, 0.013], [-0.023, 0.059, -0.093], [-0.004, 0.015, 0.022], [-0.009, -0.066, 0.072], [0.005, 0.154, -0.179], [0.145, -0.033, 0.052], [-0.001, -0.020, 0.009], [-0.006, 0.002, -0.003], [-0.005, 0.002, -0.006], [0.027, -0.030, -0.023], [-0.062, -0.114, 0.041]],
  "lowdin_charge": [-0.036, -0.429, -0.032, -0.064, -0.443, -0.024, -0.038, -0.441, -0.014, -0.010, -0.126, -0.047, -0.443, -0.022, -0.026, -0.026, 0.076, 0.088, 0.081, 0.115, 0.098, 0.116, 0.136, 0.074, 0.102, 0.120, 0.077, 0.080, 0.076, 0.085, 0.080, 0.086, 0.067, 0.073, 0.096, 0.072, 0.079, 0.071, 0.120, 0.128, 0.020, -0.144, -0.111, -0.110, -0.136, 0.118, 0.095, 0.089, 0.089, 0.083, 0.017, -0.138, -0.128, -0.104, -0.134, 0.148, 0.113, 0.100, 0.082, 0.102, 0.006, -0.137, -0.105, -0.121, -0.149, 0.143, 0.107, 0.091, 0.079, 0.100, 0.000, -0.136, -0.109, -0.106, -0.176, 0.134, 0.104, 0.088, 0.089, 0.107, 0.011, -0.141, -0.115, -0.117, -0.147, 0.094, 0.103, 0.087, 0.087, 0.101, 0.000, -0.145, -0.114, -0.109, -0.146, 0.136, 0.103, 0.088, 0.090, 0.098, 0.011, -0.141, -0.108, -0.108, -0.145, 0.144, 0.104, 0.087, 0.065, 0.089]
}